# C17H18ClN3O4

A single C17H18ClN3O4 molecule in a non-equilibrium geometry (the ωB97M-V functional and the def2-TZVPD basis, the Open Molecules 2025 dataset).

Positions of all 43 atoms, in Å:
C -3.23225 -2.64916 0.86995
N -3.03369 -1.54269 -0.04294
C -4.15911 -0.63260 -0.10066
C -4.03662 0.48340 0.95095
O -3.08916 1.46812 0.59505
C -1.81500 1.42910 1.08680
C -1.08081 2.60551 0.92452
C 0.21934 2.68671 1.37848
C 0.81121 1.60074 2.00410
C 0.08867 0.43272 2.15931
C -1.21650 0.33792 1.70483
C -2.47684 -1.98881 -1.31014
C -0.96006 -1.95171 -1.12918
O -0.28774 -2.92376 -0.88916
N -0.48004 -0.67382 -1.21439
C 0.79981 -0.21630 -0.95640
C 1.76013 -0.98149 -0.30495
C 3.01044 -0.43885 -0.04820
N 3.98539 -1.23136 0.66318
O 5.09973 -0.76853 0.78359
O 3.63080 -2.30066 1.10457
C 3.34357 0.85311 -0.43436
C 2.39743 1.61673 -1.08879
C 1.14366 1.08848 -1.34549
Cl -0.02340 2.06206 -2.16116
H -3.52445 -2.27369 1.84932
H -2.29662 -3.19689 0.96925
H -4.01178 -3.34271 0.51914
H -4.19719 -0.15122 -1.08054
H -5.11520 -1.15494 0.05886
H -4.99292 1.01540 1.00141
H -3.81761 0.06715 1.93820
H -1.55780 3.44469 0.44243
H 0.77248 3.60532 1.25023
H 1.82618 1.66675 2.36475
H 0.54056 -0.42348 2.63754
H -1.74626 -0.59218 1.81636
H -2.77276 -1.32034 -2.12091
H -2.78638 -3.01192 -1.56386
H -1.13882 0.05629 -1.45808
H 1.53644 -1.99245 -0.00129
H 4.32652 1.23960 -0.21648
H 2.62671 2.62304 -1.40076

Results
Kohn-Sham gap: 0.29606 hartree
SMILES: CN(CCOc1ccccc1)CC(=O)Nc1cc([N+](=O)[O-])ccc1Cl
Relative energy (zero: lowest compared OMol25 entry of this formula, charge and spin): 419.17 kJ/mol

***

# CHNO

A single CHNO molecule in a non-equilibrium geometry (the ωB97M-V functional and the def2-TZVPD basis, the Open Molecules 2025 dataset).

Positions of all 4 atoms, in Å:
N 0.67304 1.02285 1.03870
C 0.31841 0.18749 0.29666
O -0.03162 -0.51880 -0.73348
H -0.95983 -0.69155 -0.60188

Results
Kohn-Sham gap: 0.42032 hartree
SMILES: N#CO
Relative energy (zero: lowest compared OMol25 entry of this formula, charge and spin): 118.96 kJ/mol

***

# C9H12ClMnN

A molecular structure, C9H12ClMnN in a non-equilibrium geometry (the ωB97M-V functional and the def2-TZVPD basis, the Open Molecules 2025 dataset).

Positions of all 24 atoms, in Å:
C 0.97935 -1.01078 -1.14661
C -0.41507 -1.22907 -1.44981
C -0.97951 -2.04162 -0.39971
C 0.05773 -2.31300 0.56451
C 1.27557 -1.65925 0.11081
Mn -0.21099 -0.24778 0.40253
C -1.04553 1.33456 -0.47128
C 0.38618 1.85090 -0.41375
C 0.94446 2.70660 -1.35173
N 1.01330 1.23328 0.59778
H -1.97700 -2.47724 -0.41755
H -0.93770 -0.91393 -2.35205
H -0.01933 -2.95792 1.43930
H 2.24555 -1.70193 0.61176
H 1.68805 -0.51043 -1.80481
H -1.47297 1.19292 -1.47100
H 1.96706 1.49221 0.85665
H -1.71077 1.79971 0.27276
H 0.27576 3.21188 -2.04328
H 2.03103 2.78057 -1.44566
Cl -2.23347 -1.00602 2.35222
C -0.79145 -0.04492 2.25129
H -0.01228 -0.49516 2.88284
H -1.05797 1.00642 2.42481

Results
Kohn-Sham gap (alpha / beta): 0.18707 / 0.22985 hartree
Multiplicity: 5
Charge: -1
Expectation value of S²: 6.070
Relative energy (zero: lowest compared OMol25 entry of this formula, charge and spin): 0.00 kJ/mol

***

# C3H24O11

10 unconnected molecules or ions with the total composition C3H24O11 in a non-equilibrium geometry (the ωB97M-V functional and the def2-TZVPD basis, the Open Molecules 2025 dataset).

Positions of all 38 atoms, in Å:
O -1.06728 1.72287 0.19420
C -1.44753 0.57519 0.11546
O -1.23654 -0.03882 -1.08134
C -1.97565 -0.25369 1.19550
C -2.26566 0.33135 2.58157
H 2.87440 0.49212 0.07094
H -1.30084 -1.13381 1.51867
H -2.83928 -0.82227 0.75194
H -2.67546 -0.55499 3.10565
H -2.93257 1.18975 2.56765
H -1.33207 0.56670 3.07957
H -1.57112 1.31344 -2.45185
H -2.91724 1.88525 -1.90392
O -2.44326 1.60790 -2.69185
H 0.48949 0.98482 1.78112
H 0.86464 -0.21238 2.66791
O 0.78402 0.05220 1.74362
H 1.66231 1.99250 -1.55030
H 0.45524 2.09211 -0.66784
O 1.41923 2.15692 -0.61843
H -0.85197 -0.93617 -1.10905
H 1.35711 -2.49634 -1.60368
O 0.68968 -1.86376 -1.30156
H 1.01643 2.92963 1.34336
H -0.25667 3.26510 1.79617
O 0.51051 2.81101 2.18347
H 2.46333 -0.36050 1.23102
H 3.76391 -1.55666 -1.02867
O 2.94618 -0.40859 0.41226
H 1.15730 0.59463 -3.73914
H 1.65091 -0.09677 -2.47852
O 1.72197 0.73314 -2.96884
H 2.88675 -2.72323 -0.52755
H 0.89900 -1.44257 -0.45787
O 3.50374 -2.46171 -1.20804
H -1.70644 -3.98651 0.03361
H -1.99488 -2.69206 -0.84681
O -2.30169 -3.25586 -0.13840

Results
Kohn-Sham gap (alpha / beta): 0.34107 / 0.12755 hartree
Multiplicity: 2
Charge: +1
Expectation value of S²: 0.757

***

# C3H8O

2 unconnected molecules or ions with the total composition C3H8O in a non-equilibrium geometry (the ωB97M-V functional and the def2-TZVPD basis, the Open Molecules 2025 dataset).

Positions of all 12 atoms, in Å:
C -4.67421 -3.68603 -1.14660
H -5.64541 -4.00761 -1.51171
H -3.84347 -4.18079 -1.63950
H -4.52972 -2.61810 -1.31522
H -4.66150 -3.84986 -0.08020
C 3.77509 1.86751 0.20486
C 3.27745 2.80621 1.11492
O 3.09367 4.03238 0.82162
H 3.23277 1.62314 -0.70701
H 4.35596 1.02910 0.58311
H 2.75820 2.48683 2.02640
H 2.86118 4.49723 1.64934

Results
Kohn-Sham gap (alpha / beta): 0.30007 / 0.24010 hartree
Multiplicity: 2
Charge: +1
Expectation value of S²: 0.754
Relative energy (zero: lowest compared OMol25 entry of this formula, charge and spin): 89.37 kJ/mol

***

Number 1: molecular weight 363.801 g/mol, E -1583.9432 hartree. Number 2: molecular weight 43.025 g/mol, E -168.6608 hartree. Number 3: molecular weight 224.593 g/mol, E -2015.9582 hartree. Number 4: molecular weight 236.214 g/mol, E -955.9397 hartree. Number 5: molecular weight 60.096 g/mol, E -193.9430 hartree.